{
  "formula": "C21H31MnN4O2Se2",
  "method": "ωB97M-V/def2-TZVPD",
  "symbols": ["Mn", "O", "C", "C", "C", "O", "C", "Se", "C", "Se", "H", "H", "H", "H", "H", "H", "H", "H", "H", "H", "C", "C", "C", "C", "N", "C", "C", "C", "C", "C", "C", "C", "H", "H", "H", "H", "H", "H", "H", "H", "C", "N", "C", "C", "N", "N", "C", "C", "H", "H", "H", "H", "H", "H", "H", "H", "H", "H", "H", "H", "H"],
  "coordinates": [[0.265965, 0.817942, 0.255146], [4.837151, 4.558425, -0.044365], [4.463227, 4.054803, -1.325543], [3.347750, 3.006801, -1.195809], [2.937415, 2.744063, -2.656770], [2.258031, 1.536577, -2.903273], [3.989783, 1.767834, -0.541842], [2.903257, 0.393101, 0.367993], [2.222749, 3.628111, -0.345255], [0.351868, 3.163627, -0.794228], [5.515106, 5.226245, -0.169947], [5.329456, 3.591818, -1.816195], [4.105913, 4.876158, -1.962495], [3.848064, 2.697180, -3.265785], [2.345570, 3.603514, -3.003402], [1.446779, 1.576787, -2.367595], [4.682307, 2.119162, 0.221198], [4.568079, 1.240971, -1.304075], [2.261364, 4.714433, -0.430968], [2.380772, 3.376178, 0.700124], [-4.192689, 1.812700, -0.873437], [-4.905126, 1.150221, 0.115081], [-4.220056, 0.491564, 1.118837], [-2.820935, 0.490143, 1.122473], [-2.152151, 1.123996, 0.150290], [-2.810332, 1.770998, -0.804095], [-1.991340, -0.200705, 2.150137], [-2.600506, -0.897243, 3.199307], [-1.832521, -1.555444, 4.144340], [-0.445891, -1.501317, 4.047596], [0.145299, -0.794315, 3.007289], [-0.592360, -0.131155, 2.016723], [-4.689902, 2.343605, -1.673618], [-5.988584, 1.149757, 0.105710], [-4.772097, -0.016907, 1.895795], [-2.193503, 2.273680, -1.541848], [-3.680192, -0.934842, 3.297806], [-2.310664, -2.095945, 4.953059], [0.167953, -2.006956, 4.786175], [1.231587, -0.749567, 2.970525], [-2.505696, -3.099451, 0.053589], [-1.682627, -2.477717, -0.968439], [-2.416397, -1.619942, -1.877035], [-0.345677, -2.220055, -0.737954], [0.189252, -1.094798, -1.084640], [0.339837, -3.262910, -0.155118], [1.653577, -3.011196, 0.400564], [0.086241, -4.636878, -0.531164], [-3.080775, -2.348492, 0.603026], [-1.887675, -3.630247, 0.771706], [-3.202625, -3.804026, -0.410526], [-3.167047, -2.222518, -2.397555], [-1.728857, -1.184940, -2.596646], [-2.929030, -0.806715, -1.357973], [1.208015, -1.143954, -1.096142], [1.660198, -2.065863, 0.935187], [2.439291, -2.973696, -0.362630], [1.889102, -3.808476, 1.107769], [-0.802163, -4.698146, -1.154271], [-0.057764, -5.267621, 0.351750], [0.934214, -5.038382, -1.098575]],
  "forces_ev_per_a": [[0.052, -0.006, 0.024], [-0.007, -0.001, 0.017], [-0.001, 0.006, -0.017], [0.017, -0.033, 0.089], [0.017, 0.022, 0.000], [0.016, -0.008, 0.023], [-0.058, -0.024, -0.088], [-0.112, 0.063, 0.059], [-0.071, 0.004, -0.095], [0.070, 0.023, 0.014], [0.004, -0.005, -0.015], [0.011, -0.001, 0.011], [-0.002, 0.003, 0.010], [-0.010, -0.004, -0.013], [0.000, -0.013, -0.004], [-0.016, 0.011, -0.009], [0.009, -0.001, 0.011], [0.000, 0.011, -0.007], [0.017, 0.000, -0.010], [0.012, -0.002, 0.016], [-0.009, 0.006, -0.007], [0.042, -0.001, 0.004], [-0.060, -0.010, 0.024], [0.027, 0.006, -0.035], [-0.011, -0.088, -0.032], [-0.025, 0.034, -0.003], [0.049, -0.040, 0.001], [-0.073, 0.008, 0.001], [0.017, 0.008, -0.006], [-0.010, 0.016, -0.042], [-0.013, -0.059, 0.097], [0.082, 0.031, 0.038], [0.020, 0.012, 0.000], [-0.002, -0.004, 0.008], [0.011, -0.006, 0.000], [0.005, -0.011, -0.013], [0.011, -0.014, -0.002], [0.003, -0.001, -0.001], [0.001, 0.009, 0.004], [-0.002, -0.001, -0.021], [0.054, -0.040, -0.048], [-0.048, 0.164, 0.099], [0.022, -0.029, 0.002], [0.065, -0.004, -0.169], [-0.084, -0.082, -0.016], [-0.015, 0.002, 0.056], [0.004, -0.018, 0.019], [-0.003, -0.013, -0.035], [-0.034, 0.035, -0.015], [0.005, 0.017, 0.017], [-0.011, -0.017, 0.028], [0.003, 0.007, -0.002], [0.007, 0.007, -0.004], [-0.007, -0.008, 0.018], [0.021, 0.012, 0.038], [0.006, 0.032, -0.002], [-0.002, -0.001, -0.012], [-0.009, -0.004, -0.004], [0.015, -0.009, 0.005], [0.005, 0.004, -0.002], [-0.001, 0.001, -0.003]],
  "e_homo_ev": [-3.14, -3.71],
  "total_charge": -1,
  "multiplicity": 6,
  "s2": 8.76,
  "homo_lumo_gap_ev": [5.81, 6.38],
  "e_lumo_ev": [2.671, 2.669],
  "de_lowest_kcal_mol": 2.1,
  "max_force_ev_per_a": 0.20
}